{"formula": "C6H13NO", "method": "the ωB97M-V functional and the def2-TZVPD basis", "e_lumo_ev": 0.9, "smiles": "CCCC(=O)NCC", "gap_ev": 10.31, "elements": ["C", "C", "C", "C", "O", "N", "C", "C", "H", "H", "H", "H", "H", "H", "H", "H", "H", "H", "H", "H", "H"], "positions_angstrom": [[2.92519, 0.94901, -0.35453], [1.50926, 1.49979, -0.32445], [0.53994, 0.87101, -1.32303], [-0.83877, 0.55366, -0.78344], [-1.83587, 1.15853, -1.14428], [-0.88522, -0.49321, 0.08269], [-2.09068, -0.76097, 0.85742], [-2.08495, -2.21541, 1.29704], [3.44761, 1.04865, 0.58950], [3.51711, 1.36018, -1.17410], [2.93964, -0.13748, -0.50698], [1.59063, 2.58442, -0.49045], [1.09871, 1.54829, 0.68788], [0.47925, 1.42349, -2.25362], [0.96990, -0.07989, -1.66275], [0.00990, -0.80603, 0.42455], [-2.94074, -0.59402, 0.19800], [-2.09202, -0.06970, 1.69559], [-2.92216, -2.48324, 1.93610], [-1.18528, -2.51393, 1.84536], [-2.15144, -2.84315, 0.40349]], "mulliken_charge": [-1.2177, -0.3603, -0.9016, 0.4446, -0.6424, -0.1751, -0.3143, -1.1634, 0.3330, 0.3105, 0.3445, 0.3704, 0.3854, 0.3706, 0.3855, 0.2736, 0.2648, 0.2848, 0.3738, 0.3211, 0.3120]}

---

{"formula": "C6H13NO", "method": "the ωB97M-V functional and the def2-TZVPD basis", "e_lumo_ev": 0.9, "smiles": "C=NCC.CCC=O", "gap_ev": 10.54, "elements": ["C", "N", "C", "C", "H", "H", "H", "H", "H", "H", "H", "C", "C", "C", "O", "H", "H", "H", "H", "H", "H"], "positions_angstrom": [[-1.73278, -2.01787, 0.35549], [-0.48063, -2.29468, 0.34220], [0.27410, -1.92729, -0.92150], [1.08265, -3.13736, -1.44292], [-2.24802, -1.70538, -0.56251], [-2.34871, -2.30122, 1.24585], [-0.41973, -1.51932, -1.69685], [0.96757, -1.08535, -0.65111], [1.56351, -2.83732, -2.42207], [1.88256, -3.44433, -0.68213], [0.43828, -4.07632, -1.55745], [-0.64651, 3.50601, 0.55400], [-0.11730, 2.09936, 0.73914], [1.32884, 2.04035, 1.20795], [1.81528, 0.97415, 1.59329], [-0.63607, 4.06324, 1.52941], [-1.68942, 3.45767, 0.17069], [-0.08175, 4.09577, -0.17388], [-0.73467, 1.58299, 1.47285], [-0.13069, 1.55196, -0.20453], [1.91350, 2.97493, 1.10409]], "mulliken_charge": [-0.3016, -0.3794, -0.1413, -1.0495, 0.2547, 0.2685, 0.3699, 0.1243, 0.2992, 0.2664, 0.2821, -1.3244, 0.0843, -0.0342, -0.4907, 0.3190, 0.3356, 0.3623, 0.2513, 0.1618, 0.3418]}

---

{"formula": "C6H13NO", "method": "the ωB97M-V functional and the def2-TZVPD basis", "e_lumo_ev": 1.0, "smiles": "C=C(C)C[C@@H](N)CO", "gap_ev": 10.02, "elements": ["C", "C", "C", "C", "C", "N", "C", "O", "H", "H", "H", "H", "H", "H", "H", "H", "H", "H", "H", "H", "H"], "positions_angstrom": [[-0.28887, -1.36548, -1.96922], [0.54366, -1.12695, -0.95885], [1.16979, -2.24493, -0.24023], [0.99331, 0.26568, -0.39350], [-0.10258, 0.66758, 0.72984], [0.46931, 1.80729, 1.48620], [-1.55909, 1.07202, 0.25818], [-2.22413, 1.63459, 1.42237], [-0.51463, -2.39801, -2.33311], [-0.76733, -0.65659, -2.59473], [0.48517, -2.56314, 0.58748], [2.10975, -1.98099, 0.12099], [1.37042, -2.92046, -1.16529], [1.11255, 1.23201, -0.96110], [1.97739, 0.30679, 0.09835], [-0.24267, -0.23858, 1.39879], [1.33832, 1.68579, 1.86706], [-0.10513, 2.14322, 2.16862], [-2.05485, 0.19123, -0.15084], [-1.39944, 1.86947, -0.61227], [-2.31095, 2.61946, 1.24125]], "mulliken_charge": [-1.0388, 0.6457, -1.2273, -0.8901, 0.6734, -0.7089, -0.6583, -0.5514, 0.2468, 0.3532, 0.2210, 0.3508, 0.3758, 0.4305, 0.4082, 0.0881, 0.1911, 0.1788, 0.3067, 0.2534, 0.3513]}

---

{"formula": "C6H13NO", "method": "the ωB97M-V functional and the def2-TZVPD basis", "e_lumo_ev": 1.0, "smiles": "C=CNCOCCC", "gap_ev": 9.46, "elements": ["C", "C", "N", "C", "O", "C", "C", "C", "H", "H", "H", "H", "H", "H", "H", "H", "H", "H", "H", "H", "H"], "positions_angstrom": [[-0.17895, -3.13256, -1.44110], [-0.71967, -1.91677, -1.48717], [-0.02986, -0.69841, -1.45694], [-0.72800, 0.37550, -0.80009], [-0.86635, 0.26983, 0.60303], [0.29258, 0.25168, 1.41990], [0.76434, 1.62295, 1.89942], [1.06996, 2.68647, 0.85793], [0.88219, -3.34213, -1.42782], [-0.83040, -3.98318, -1.58925], [-1.78463, -1.81164, -1.65021], [0.94329, -0.77605, -1.21604], [-0.24446, 1.31905, -1.04870], [-1.74269, 0.40439, -1.18819], [1.10409, -0.24742, 0.87463], [0.07985, -0.39076, 2.27316], [1.71785, 1.43372, 2.41202], [0.09039, 1.98935, 2.67565], [1.49088, 3.58361, 1.30578], [0.16078, 2.99365, 0.33693], [1.74652, 2.30735, 0.08851]], "mulliken_charge": [-0.9088, 0.2210, -0.3198, -0.4186, -0.3207, -0.5416, -0.1519, -1.2488, 0.2539, 0.2446, 0.2654, 0.2538, 0.2316, 0.3482, 0.2568, 0.2966, 0.2800, 0.2971, 0.3614, 0.2854, 0.3145]}

---

Here are the calculated ΔE to the lowest compared entry with this formula, charge and spin numbers, same order: 39.9, 236.2, 294.2, 183.1 (kJ/mol).